47
Properties=species:S:1:pos:R:3:forces:R:3 method="wB97M-V/def2-TZVPD" total_energy_ha=-3022.19704 largest_force_ev_per_a=5.2 mol_weight_g_mol=509.54 charge=+3
C -0.95781 1.17445 -2.14675 1.351 -0.445 -0.706
C -1.22778 0.58744 -0.81055 3.212 2.484 -0.506
H -0.98458 2.27033 -2.11159 0.290 -0.081 0.253
H -1.60797 0.86843 -2.93653 -0.229 -0.206 -0.172
H 0.04360 0.79346 -2.49745 -0.659 0.870 0.577
O -0.50729 1.13451 0.15612 -0.280 -2.131 -1.571
I -1.21728 -2.02662 1.06443 2.265 0.063 1.204
Ti 0.90848 -0.09424 0.62569 -4.920 -1.579 0.542
P 3.07480 -0.09963 -0.05294 4.620 0.086 -0.929
C 3.94690 1.13511 1.02677 -1.050 -0.536 -0.266
C 3.68096 -1.79008 0.34341 -0.611 -0.292 0.205
H 4.75594 -1.89584 0.11523 -0.377 0.256 0.098
H 4.71529 0.31583 -1.87947 -0.725 -0.104 0.474
H 3.10337 -2.51583 -0.25954 0.373 0.317 0.206
H 3.16919 -0.45101 -2.45331 0.356 0.456 0.500
H 3.76705 0.90192 2.06877 0.146 -0.047 0.295
H 3.51018 -2.02730 1.41063 0.224 0.083 -0.412
C 3.60814 0.29250 -1.75060 -0.583 0.183 -0.819
H 5.00637 1.15640 0.81275 0.290 -0.108 -0.118
H 3.20483 1.29266 -2.02186 0.304 -0.529 0.124
H 3.50684 2.10432 0.81739 0.080 0.321 -0.054
P -2.77010 -0.26688 -0.49408 -3.191 -0.890 0.382
C -3.16789 0.71461 0.96117 -0.120 0.420 -0.063
C -3.56241 0.35579 -2.02332 -0.187 0.498 0.739
H -3.50302 -2.58391 -1.03726 0.025 0.166 0.066
H -4.77795 -1.39222 -0.66709 -0.131 -0.187 -0.112
H -3.91303 -2.14802 0.66369 0.308 0.124 -0.077
C -3.80753 -1.78132 -0.35992 -0.264 -0.144 -0.235
H -3.13122 -0.24796 -2.83780 -0.425 0.324 0.053
H -4.64601 0.19473 -1.95826 0.356 0.112 -0.112
H -4.25052 0.75267 0.95275 -0.315 0.278 0.292
H -2.72600 1.71423 0.88472 -0.492 -0.108 0.040
H -3.33611 1.43154 -2.10537 -0.466 -0.511 -0.434
H -2.80053 0.22869 1.86708 -0.224 0.034 -0.184
Cl 0.67463 -1.40588 -1.42767 0.647 1.040 1.046
N -0.34285 0.97348 7.94492 0.511 -0.370 -3.310
C -0.14946 0.83322 6.79172 -0.300 0.114 2.506
C 0.12301 0.63666 5.37849 0.097 0.530 0.409
C 1.09563 -0.25830 4.94420 0.001 -0.068 -1.231
C 1.30633 -0.42460 3.56608 0.041 0.447 1.058
N 0.71367 0.40286 2.68401 -0.488 -0.659 -1.188
C -0.25133 1.28008 3.08935 0.666 -0.405 0.554
C -0.55073 1.40791 4.42497 -1.154 0.854 -0.025
H 1.69160 -0.78337 5.64661 0.273 -0.688 0.491
H 1.95026 -1.22551 3.16078 -0.162 0.575 0.406
H -0.76477 1.83926 2.32067 0.172 0.128 0.168
H -1.34058 2.13245 4.72638 0.749 -0.674 -0.166